# C3HOS

2 unconnected molecules or ions with the total composition C3HOS (ωB97M-V/def2-TZVPD, OMol25).

Summary:
Multiplicity: 1
Electronic energy, hartree: -588.2325
Charge: -1
ΔE to the lowest compared entry with this formula, charge and spin, kJ/mol: 256.32

Structure (XYZ):
```
6
Properties=species:S:1:pos:R:3:forces:R:3
C 1.071745 0.161347 -0.004723 0.946 2.841 -0.397
C -1.288796 0.562740 0.882316 -0.166 0.312 -0.295
C 0.591898 -0.972418 -0.069447 -0.407 -2.714 -0.621
O 0.147993 -2.123082 -0.094233 0.324 1.482 0.235
S -2.063204 1.281054 -0.283533 0.239 -0.210 0.305
H 1.540365 1.090357 -0.430379 -0.936 -1.711 0.773
```
Forces are in eV/Å.

***

# C3INS

A molecular structure, C3INS (ωB97M-V/def2-TZVPD, OMol25).

Summary:
Multiplicity: 1
Electronic energy, hartree: -864.6573
ΔE to the lowest compared entry with this formula, charge and spin, kJ/mol: 382.85

Structure (XYZ):
```
6
Properties=species:S:1:pos:R:3:forces:R:3
C 0.608851 1.423986 0.463955 -2.062 -0.841 -1.678
C -0.567875 1.419643 -0.175275 1.490 1.112 0.827
C 0.312779 0.030154 -0.051110 -0.797 0.941 0.817
N -0.677780 -0.610588 -0.523434 0.834 -2.477 -0.659
S -1.829860 0.532519 -0.984788 0.624 1.087 0.763
I 2.153885 -2.795715 1.270652 -0.088 0.178 -0.072
```
Forces are in eV/Å.

***

# C3INS

2 unconnected molecules or ions with the total composition C3INS (ωB97M-V/def2-TZVPD, OMol25).

Summary:
Multiplicity: 3
Electronic energy, hartree: -864.6692
ΔE to the lowest compared entry with this formula, charge and spin, kJ/mol: 30.83

Structure (XYZ):
```
6
Properties=species:S:1:pos:R:3:forces:R:3
C -0.651824 1.458311 0.552791 -0.638 -2.423 -0.611
C -1.541515 0.574011 -0.058722 -0.504 1.447 1.078
C -0.050793 0.219396 0.428105 0.771 0.969 -1.262
N 0.148397 -0.915873 -0.154509 1.575 -0.279 1.722
S -1.451945 -1.076933 -0.544534 -1.131 0.305 -0.926
I 3.547679 -0.258913 -0.223129 -0.072 -0.020 -0.002
```
Forces are in eV/Å.

***

# C3LiMgO3Tl

A molecular structure, C3LiMgO3Tl (ωB97M-V/def2-TZVPD, OMol25).

Summary:
Multiplicity: 1
Electronic energy, hartree: -719.4961
Charge: +2
ΔE to the lowest compared entry with this formula, charge and spin, kJ/mol: 65.87

Structure (XYZ):
```
9
Properties=species:S:1:pos:R:3:forces:R:3
O 0.414416 -0.222691 -3.393863 -0.387 -0.191 -0.016
C -0.083256 -0.749315 -2.416818 -0.357 2.451 -0.370
O 0.260002 -1.566415 -1.585310 -1.208 -0.079 -0.664
Tl 1.142870 -1.062555 0.489138 0.415 0.010 0.831
Li -0.564004 1.554608 -3.656669 0.194 -0.858 0.213
C -1.618517 0.349225 -2.044637 0.930 -1.475 0.088
C -2.708114 0.626041 -1.538689 0.531 0.262 -0.233
O -3.716980 1.073708 -0.918906 -2.518 0.817 0.468
Mg -5.637686 1.688158 -0.815722 2.400 -0.936 -0.318
```
Forces are in eV/Å.

***

# C3N2O

C3N2O in the gas phase (ωB97M-V/def2-TZVPD, OMol25).

Summary:
Multiplicity: 1
Electronic energy, hartree: -298.9179
ΔE to the lowest compared entry with this formula, charge and spin, kJ/mol: 259.38

Structure (XYZ):
```
6
Properties=species:S:1:pos:R:3:forces:R:3
O -1.428564 -0.902852 1.329601 0.806 -0.219 -0.272
C -0.423095 -0.878413 0.796975 -1.409 -0.457 1.004
C 0.860148 -1.052534 0.268763 -0.266 0.890 -0.422
N 1.194631 -0.073317 -0.530742 -1.418 1.652 -0.397
C 0.210852 0.986342 -0.754827 1.390 -0.011 -0.833
N -0.401863 1.917579 -1.114087 0.898 -1.854 0.921
```
Forces are in eV/Å.

***

Question: Which value of electronic energy does entry 1 give?
Answer: -588.2325 hartree

***

Question: Which of these has the lowest electronic energy?
Answer: number 3

***

Question: Look up the multiplicity of the first one.
Answer: 1

***

Question: What is the ΔE to the lowest compared entry with this formula, charge and spin in the second record?
Answer: 382.85 kJ/mol